# 1
The molecule C4H2N4. Source: the Open Molecules 2025 dataset; level of theory: ωB97M-V with the def2-TZVPD basis set.

Geometry (Å):
1 C -2.51 -0.02 -0.07
2 C -1.39 -0.93 -0.23
3 C 1.50 1.04 0.10
4 C 2.52 0.02 0.15
5 H -1.85 -1.93 -0.23
6 H 2.02 2.15 -0.04
7 N -3.77 0.25 0.43
8 N -0.11 -0.60 -0.08
9 N 0.30 0.95 -0.27
10 N 3.27 -0.94 0.24

- HOMO energy (hartree) = -0.39263
- Kohn-Sham gap (eV) = 8.897
- LUMO (eV) = -1.787
- 2S+1 = 1
- ΔE to the lowest compared entry with this formula, charge and spin (kcal per mole) = 142.2
- E_tot (Ha) = -372.405216
- SMILES string = N#C/C=N\N=C/C#N

# 2
C4H2NO2 as an isolated structure. Source: the Open Molecules 2025 dataset; level of theory: ωB97M-V with the def2-TZVPD basis set.

Geometry (Å):
1 C -0.02 -1.08 -1.23
2 C 0.18 0.31 -0.94
3 C -1.09 0.10 -0.15
4 C -0.77 0.61 1.94
5 N -0.89 -1.20 -0.17
6 O -0.96 1.67 2.45
7 O 1.00 1.18 -0.78
8 H 0.12 -1.65 -2.02
9 H -0.22 -0.17 2.58

- HOMO energy (alpha / beta) (hartree) = -0.08667 / -0.08673
- Kohn-Sham gap (alpha / beta) (eV) = 6.749 / 6.750
- LUMO (alpha / beta) (eV) = 4.390 / 4.390
- charge = -1
- 2S+1 = 1
- ΔE to the lowest compared entry with this formula, charge and spin (kcal per mole) = 81.3
- E_tot (Ha) = -358.682181

# 3
An isolated ion of composition C4H2NO6S and charge -1. Source: the Open Molecules 2025 dataset; level of theory: ωB97M-V with the def2-TZVPD basis set.

Geometry (Å):
1 C -0.12 -0.86 -0.12
2 C -1.07 0.08 0.07
3 C 1.22 -0.52 -0.22
4 C 1.01 1.88 0.37
5 N 1.73 0.79 0.13
6 O -3.03 -0.93 1.48
7 O 2.09 -1.34 -0.50
8 O 1.08 3.01 0.78
9 O -2.76 -1.51 -0.93
10 O -3.70 0.69 -0.31
11 O 3.11 0.92 0.14
12 S -2.83 -0.42 0.11
13 H -0.31 -1.90 -0.63
14 H 3.58 0.11 -0.38

- HOMO energy (alpha / beta) (hartree) = -0.20591 / -0.21354
- Kohn-Sham gap (alpha / beta) (eV) = 7.567 / 8.339
- LUMO (alpha / beta) (eV) = 1.964 / 2.529
- charge = -1
- 2S+1 = 1
- ΔE to the lowest compared entry with this formula, charge and spin (kcal per mole) = 89.5
- E_tot (Ha) = -1057.889804

# 4
An isolated ion of composition C4H2NOS2 and charge -1. Source: the Open Molecules 2025 dataset; level of theory: ωB97M-V with the def2-TZVPD basis set.

Geometry (Å):
1 C 0.13 -1.38 0.69
2 C 1.53 -1.47 0.10
3 C 2.78 -1.91 0.11
4 C -0.97 -1.87 0.11
5 N 0.18 -0.34 1.74
6 O 3.81 -2.45 0.34
7 S 2.42 0.09 -0.45
8 S -2.00 -2.99 -0.43
9 H 0.37 0.46 1.27
10 H 1.00 -0.51 2.26

- HOMO energy (hartree) = -0.10511
- Kohn-Sham gap (eV) = 5.609
- LUMO (eV) = 2.749
- charge = -1
- 2S+1 = 1
- ΔE to the lowest compared entry with this formula, charge and spin (kcal per mole) = 86.5
- E_tot (Ha) = -1079.924069
- SMILES string = NC(=C=S)C1=C([O-])S1

# 5
A 2-piece molecular cluster, C4H2O2 overall. Source: the Open Molecules 2025 dataset; level of theory: ωB97M-V with the def2-TZVPD basis set.

Geometry (Å):
1 C -2.19 -1.02 -1.46
2 C -1.34 -0.38 -0.77
3 C 0.59 -2.99 -1.22
4 C -0.34 0.15 -0.07
5 O -0.09 -3.82 -0.84
6 O 1.30 -2.16 -1.57
7 H -0.09 -0.21 0.92
8 H 0.29 0.94 -0.47

- HOMO energy (hartree) = -0.38061
- Kohn-Sham gap (eV) = 8.408
- LUMO (eV) = -1.949
- 2S+1 = 1
- ΔE to the lowest compared entry with this formula, charge and spin (kcal per mole) = 37.1
- E_tot (Ha) = -303.950696

# 6
The molecule C4H2O2. Source: the Open Molecules 2025 dataset; level of theory: ωB97M-V with the def2-TZVPD basis set.

Geometry (Å):
1 O -0.86 -1.52 -0.06
2 C -1.24 -0.40 0.18
3 C -0.34 0.86 0.19
4 O -0.85 1.93 0.44
5 C 1.04 0.54 -0.13
6 C 1.93 -0.22 -0.40
7 H -2.29 -0.16 0.41
8 H 2.60 -1.02 -0.63

- HOMO energy (hartree) = -0.38087
- Kohn-Sham gap (eV) = 9.305
- LUMO (eV) = -1.059
- 2S+1 = 1
- ΔE to the lowest compared entry with this formula, charge and spin (kcal per mole) = 11.4
- E_tot (Ha) = -303.991709
- SMILES string = C#CC(=O)C=O

# 7
The molecule C4H2O3. Source: the Open Molecules 2025 dataset; level of theory: ωB97M-V with the def2-TZVPD basis set.

Geometry (Å):
1 C -0.74 -0.90 0.04
2 C 0.38 0.17 0.09
3 C -1.66 0.45 0.04
4 C 1.70 0.09 -0.07
5 O -0.93 -2.05 0.03
6 O -2.75 0.78 -0.03
7 O -0.49 1.24 0.07
8 H 2.22 0.98 -0.07
9 H 2.28 -0.77 -0.09

- HOMO energy (hartree) = -0.38217
- Kohn-Sham gap (eV) = 9.623
- LUMO (eV) = -0.776
- 2S+1 = 1
- ΔE to the lowest compared entry with this formula, charge and spin (kcal per mole) = 40.2
- E_tot (Ha) = -379.276500
- SMILES string = C=C1OC(=O)C1=O

# 8
A 2-piece molecular cluster, C4H2O3 overall. Source: the Open Molecules 2025 dataset; level of theory: ωB97M-V with the def2-TZVPD basis set.

Geometry (Å):
1 C -1.58 0.90 0.03
2 C -0.89 0.30 0.96
3 C 1.80 -0.42 -2.39
4 C -0.41 -0.27 2.02
5 O -2.13 1.39 -0.90
6 O 1.84 -0.32 -3.52
7 O 1.69 -0.50 -1.26
8 H 0.17 0.19 2.87
9 H -0.48 -1.25 2.20

- HOMO energy (alpha / beta) (hartree) = -0.26568 / -0.39509
- Kohn-Sham gap (alpha / beta) (eV) = 7.723 / 8.628
- LUMO (alpha / beta) (eV) = 0.494 / -2.123
- 2S+1 = 3
- ΔE to the lowest compared entry with this formula, charge and spin (kcal per mole) = 3.6
- E_tot (Ha) = -379.218568

# 9
The molecule C4H2OS. Source: the Open Molecules 2025 dataset; level of theory: ωB97M-V with the def2-TZVPD basis set.

Geometry (Å):
1 C 0.71 -2.48 0.35
2 C 0.11 1.91 -0.14
3 C 0.36 -1.32 0.51
4 C -0.86 1.14 -0.87
5 O -1.95 1.52 -1.25
6 S -0.59 0.18 0.91
7 H 1.15 -3.43 0.56
8 H 1.07 2.48 -0.06

- HOMO energy (alpha / beta) (hartree) = -0.33409 / -0.33405
- Kohn-Sham gap (alpha / beta) (eV) = 8.425 / 8.424
- LUMO (alpha / beta) (eV) = -0.666 / -0.666
- 2S+1 = 1
- ΔE to the lowest compared entry with this formula, charge and spin (kcal per mole) = 87.0
- E_tot (Ha) = -626.796599

# 10
The molecule C4H2OS. Source: the Open Molecules 2025 dataset; level of theory: ωB97M-V with the def2-TZVPD basis set.

Geometry (Å):
1 C 2.09 0.16 0.63
2 C -1.20 -0.49 -0.59
3 C 0.93 0.32 0.34
4 C -0.42 0.75 -0.18
5 O -0.94 1.84 -0.11
6 S -2.10 -1.40 0.33
7 H 2.83 -0.30 1.14
8 H -1.20 -0.88 -1.56

- HOMO energy (hartree) = -0.33821
- Kohn-Sham gap (eV) = 8.440
- LUMO (eV) = -0.764
- 2S+1 = 1
- ΔE to the lowest compared entry with this formula, charge and spin (kcal per mole) = 17.7
- E_tot (Ha) = -626.907046
- SMILES string = C#CC(=O)C=S

# 11
The molecule C4H2OS. Source: the Open Molecules 2025 dataset; level of theory: ωB97M-V with the def2-TZVPD basis set.

Geometry (Å):
1 C -0.34 -0.73 -0.57
2 C -1.19 0.23 -0.23
3 C 1.70 -0.21 1.31
4 C 0.58 0.01 0.34
5 O -0.44 0.90 0.64
6 S 2.19 0.89 0.13
7 H -0.39 -1.59 -1.15
8 H -2.11 0.50 -0.46

- HOMO energy (hartree) = -0.33347
- Kohn-Sham gap (eV) = 8.588
- LUMO (eV) = -0.487
- 2S+1 = 1
- ΔE to the lowest compared entry with this formula, charge and spin (kcal per mole) = 60.4
- E_tot (Ha) = -626.838877

# 12
A 2-piece molecular cluster, C4H2OS2 overall. Source: the Open Molecules 2025 dataset; level of theory: ωB97M-V with the def2-TZVPD basis set.

Geometry (Å):
1 C 0.96 -0.32 0.29
2 C 0.16 -1.10 -0.49
3 C 0.19 0.73 0.89
4 C -1.16 0.45 0.44
5 O -1.14 -0.58 -0.39
6 S 0.71 1.72 2.23
7 S -2.25 1.66 -2.30
8 H 2.00 -0.56 0.27
9 H 0.53 -2.01 -0.94

- HOMO energy (alpha / beta) (hartree) = 0.01627 / 0.03165
- Kohn-Sham gap (alpha / beta) (eV) = 5.245 / 4.841
- LUMO (alpha / beta) (eV) = 5.688 / 5.702
- charge = -2
- 2S+1 = 1
- ΔE to the lowest compared entry with this formula, charge and spin (kcal per mole) = 57.8
- E_tot (Ha) = -1025.034958

# 13
C4H2S as an isolated structure. Source: the Open Molecules 2025 dataset; level of theory: ωB97M-V with the def2-TZVPD basis set.

Geometry (Å):
1 C -0.16 0.60 1.02
2 C 0.37 -1.03 -0.94
3 C 0.04 -0.19 0.10
4 C 0.22 -1.76 1.31
5 S 0.55 -2.54 -0.15
6 H -0.44 1.13 1.88
7 H 0.40 -0.87 -1.99

- HOMO energy (alpha / beta) (hartree) = -0.28430 / -0.28431
- Kohn-Sham gap (alpha / beta) (eV) = 6.982 / 6.980
- LUMO (alpha / beta) (eV) = -0.754 / -0.757
- 2S+1 = 1
- ΔE to the lowest compared entry with this formula, charge and spin (kcal per mole) = 109.6
- E_tot (Ha) = -551.511404

# 14
A 16-piece molecular cluster, C4H30BO23 overall. Source: the Open Molecules 2025 dataset; level of theory: ωB97M-V with the def2-TZVPD basis set.

Geometry (Å):
1 O -1.87 -2.70 0.74
2 C -1.13 -1.79 0.48
3 O -1.28 -0.95 -0.52
4 B -0.11 -0.06 -0.59
5 O 0.86 -0.59 0.41
6 C 0.30 -1.58 1.07
7 O 0.87 -2.34 1.80
8 O -0.41 1.34 -0.29
9 C 0.06 2.08 -1.30
10 O -0.17 3.25 -1.35
11 C 0.54 1.11 -2.43
12 O 0.33 -0.09 -2.00
13 O 0.85 1.46 -3.53
14 O -2.77 0.77 1.37
15 H -2.72 0.56 0.43
16 H -2.24 1.59 1.47
17 O -3.05 0.54 -2.71
18 H -3.86 0.43 -3.22
19 H -2.92 -0.31 -2.27
20 O 0.36 6.18 0.14
21 H 0.61 5.28 -0.11
22 H 0.84 6.74 -0.48
23 O 2.98 1.51 1.21
24 H 2.37 2.18 1.55
25 H 2.49 1.12 0.48
26 O 3.28 -2.23 3.43
27 H 3.58 -2.86 2.76
28 H 2.36 -2.46 3.57
29 O 0.88 3.08 2.11
30 H 0.78 3.87 2.66
31 H 0.00 2.91 1.74
32 O -1.81 3.39 1.10
33 H -1.78 3.53 0.15
34 H -2.21 4.19 1.46
35 O -0.12 -5.22 1.26
36 H -0.75 -5.94 1.36
37 H -0.68 -4.44 1.10
38 O 4.00 -1.21 -0.15
39 H 4.40 -0.82 -0.92
40 H 3.72 -0.46 0.40
41 O -1.07 -1.93 -3.96
42 H -0.90 -2.76 -3.50
43 H -0.65 -1.26 -3.41
44 O -3.97 -4.79 2.29
45 H -4.15 -4.65 1.35
46 H -3.76 -3.91 2.62
47 O 1.10 -4.68 4.05
48 H 0.69 -4.71 3.18
49 H 0.37 -4.74 4.67
50 O 1.52 4.15 -4.60
51 H 1.89 3.81 -5.42
52 H 1.34 3.36 -4.07
53 O 3.06 -3.87 0.70
54 H 2.19 -3.64 1.07
55 H 3.49 -3.01 0.54
56 O -2.56 4.16 -2.87
57 H -3.33 3.81 -2.40
58 H -1.83 3.57 -2.62

- HOMO energy (hartree) = -0.28738
- Kohn-Sham gap (eV) = 9.796
- LUMO (eV) = 1.976
- charge = -1
- 2S+1 = 1
- ΔE to the lowest compared entry with this formula, charge and spin (kcal per mole) = 17.3
- E_tot (Ha) = -1926.174373

# 15
A 11-piece molecular cluster, C4H30NO12 overall. Source: the Open Molecules 2025 dataset; level of theory: ωB97M-V with the def2-TZVPD basis set.

Geometry (Å):
1 C 0.95 -1.31 1.36
2 C 0.84 -0.44 0.14
3 C -0.53 0.26 0.00
4 C -0.54 1.06 -1.31
5 O -0.55 0.24 -2.37
6 O -0.79 2.23 -1.34
7 N 0.97 -1.50 -0.96
8 H 1.81 -1.97 1.43
9 H 1.21 -0.58 2.14
10 H 0.04 -1.66 1.85
11 H 1.65 0.24 -0.10
12 H -1.31 -0.46 0.25
13 H -0.69 1.03 0.78
14 H -0.44 0.64 -3.25
15 H 1.31 -1.21 -1.93
16 H 1.83 -2.03 -0.87
17 H 0.07 -2.03 -1.04
18 H 3.11 2.62 3.30
19 H 1.56 2.51 3.22
20 O 2.35 2.88 2.79
21 H -3.37 -1.26 -2.17
22 H -3.01 -1.28 -3.88
23 O -2.93 -1.55 -2.96
24 H -1.16 -3.93 1.78
25 H -0.85 -3.20 3.06
26 O -0.80 -4.08 2.66
27 H 2.54 2.76 0.59
28 H 1.22 3.24 -0.21
29 O 2.04 2.74 -0.23
30 H -3.73 0.95 1.35
31 H -3.81 1.70 2.68
32 O -3.19 1.24 2.10
33 H -1.58 -2.72 -2.72
34 H -1.70 -3.74 -1.76
35 O -0.97 -3.19 -2.09
36 H 3.44 2.07 -2.83
37 H 2.25 1.69 -1.69
38 O 2.65 1.60 -2.57
39 H 2.69 -0.43 -3.16
40 H 2.54 -1.65 -4.04
41 O 2.69 -1.40 -3.12
42 H -0.49 2.61 4.63
43 H -0.54 3.62 3.48
44 O -0.33 2.70 3.68
45 H -2.21 -0.41 3.28
46 H -2.17 -1.85 3.66
47 O -1.62 -1.18 3.22

- HOMO energy (hartree) = -0.50425
- Kohn-Sham gap (eV) = 11.031
- LUMO (eV) = -2.691
- charge = +1
- 2S+1 = 1
- ΔE to the lowest compared entry with this formula, charge and spin (kcal per mole) = 13.2
- E_tot (Ha) = -1127.813511

# 16
A 12-piece molecular cluster, C4H30NO13 overall. Source: the Open Molecules 2025 dataset; level of theory: ωB97M-V with the def2-TZVPD basis set.

Geometry (Å):
1 O -0.99 1.50 -3.65
2 C 0.15 1.15 -3.40
3 N 1.10 1.86 -2.75
4 C 2.05 1.05 -1.95
5 C 1.37 0.19 -0.90
6 C 0.33 0.87 -0.03
7 O 0.82 1.48 1.14
8 H 0.43 0.16 -3.79
9 H 0.81 2.76 -2.42
10 H 2.65 1.84 -1.50
11 H 2.70 0.45 -2.58
12 H 0.91 -0.68 -1.39
13 H 2.21 -0.18 -0.31
14 H -0.28 1.60 -0.57
15 H -0.44 0.16 0.34
16 H 0.33 -4.03 1.17
17 H 0.13 -2.65 1.81
18 O 0.53 -3.52 1.95
19 H -1.51 -2.88 0.29
20 H -2.23 -2.20 1.39
21 O -2.35 -2.95 0.77
22 H -0.47 2.76 1.22
23 H -1.53 3.90 0.77
24 O -0.68 3.72 1.19
25 H -1.08 -1.14 3.32
26 H 0.07 -0.65 2.38
27 O -0.85 -1.01 2.39
28 H -2.57 -0.87 -1.77
29 H -2.39 -2.24 -1.12
30 O -2.65 -1.81 -1.95
31 H -3.51 0.96 -0.57
32 H -2.73 1.87 -1.53
33 O -3.57 1.76 -1.10
34 H 0.58 -4.09 -0.86
35 H 0.09 -2.70 -1.55
36 O -0.13 -3.46 -1.05
37 H 2.86 -1.95 1.45
38 H 2.02 -3.18 1.24
39 O 2.92 -2.85 1.07
40 H -1.33 1.37 1.85
41 H -2.20 0.71 2.81
42 O -2.28 1.25 2.03
43 H 1.46 0.64 1.94
44 H 2.65 -0.26 2.16
45 O 1.76 -0.28 2.55
46 H 2.31 3.59 -0.32
47 H 1.05 3.96 0.37
48 O 1.48 4.01 -0.51

- HOMO energy (hartree) = -0.21899
- Kohn-Sham gap (eV) = 8.453
- LUMO (eV) = 2.494
- charge = -1
- 2S+1 = 1
- ΔE to the lowest compared entry with this formula, charge and spin (kcal per mole) = 45.9
- E_tot (Ha) = -1203.341885

# 17
C4H30NO13 as an isolated structure. Source: the Open Molecules 2025 dataset; level of theory: ωB97M-V with the def2-TZVPD basis set.

Geometry (Å):
1 O -2.18 2.11 2.24
2 C -1.98 1.93 1.05
3 C -0.58 1.19 0.93
4 C 0.15 1.68 -0.29
5 C 1.34 0.69 -0.76
6 O 0.94 -0.06 -1.83
7 N -1.05 -0.23 0.69
8 H -2.60 2.04 0.15
9 H -0.06 1.24 1.90
10 H 0.40 2.77 -0.23
11 H -0.62 1.59 -1.08
12 H 2.18 1.40 -1.01
13 H 1.52 -0.08 -0.01
14 H -0.89 -0.66 1.59
15 H -0.56 -0.77 -0.03
16 H -3.81 0.36 -2.27
17 H -2.38 0.54 -1.78
18 O -3.24 0.97 -1.79
19 H 0.11 0.35 -2.71
20 H -0.55 1.16 -4.07
21 O -0.77 0.45 -3.46
22 H -1.55 -0.89 -3.55
23 H -2.44 -1.60 -2.55
24 O -1.92 -1.81 -3.33
25 H 0.45 3.86 2.29
26 H -0.36 2.94 3.27
27 O 0.50 3.35 3.11
28 H -0.79 -0.52 3.58
29 H -0.34 -1.83 4.02
30 O -1.03 -1.18 4.25
31 H 2.84 -1.32 1.42
32 H 3.90 -0.30 1.54
33 O 3.59 -0.97 0.92
34 H 2.76 -0.20 -2.80
35 H 3.87 -0.36 -1.71
36 O 3.72 -0.28 -2.65
37 H 0.92 -2.97 0.90
38 H 2.32 -3.16 0.87
39 O 1.62 -3.17 1.55
40 H 1.20 -2.08 -1.75
41 H 1.03 -2.09 -3.20
42 O 1.46 -2.63 -2.51
43 H -3.34 -2.55 0.72
44 H -4.01 -1.67 -0.45
45 O -3.93 -1.83 0.48
46 H 2.29 2.23 2.28
47 H 2.32 1.20 1.18
48 O 2.49 1.29 2.14

- HOMO energy (hartree) = -0.21656
- Kohn-Sham gap (eV) = 8.392
- LUMO (eV) = 2.499
- charge = -1
- 2S+1 = 1
- ΔE to the lowest compared entry with this formula, charge and spin (kcal per mole) = 87.4
- E_tot (Ha) = -1203.275847